A cluster of 7 separate species, C21H55NO7 in total at a distorted geometry. Source: the Open Molecules 2025 dataset; level of theory: the ωB97M-V functional and the def2-TZVPD basis.

```
84
Properties=species:S:1:pos:R:3:forces:R:3
C -0.072 -2.518 2.211 0.8868 1.3596 -1.4823
C -1.412 -2.622 2.870 -0.4620 -2.3261 1.0012
C -2.074 -3.843 2.150 -0.4711 0.1763 0.2657
C -1.212 -3.036 4.362 -0.7026 -0.3623 0.6494
C -0.765 -1.933 5.238 -0.7467 1.8734 -0.8117
C -1.753 -0.736 5.029 1.4615 -0.3758 2.4503
C -2.105 -0.277 3.634 2.3656 0.2468 0.5245
C -3.358 0.564 3.709 -0.3491 -0.3395 -0.4858
C -0.906 0.632 3.139 -0.7444 -0.0782 -0.8931
N -2.332 -1.489 2.823 0.2201 0.1567 2.3801
O -2.781 -1.156 1.573 -0.1095 0.2107 -1.5406
H 0.502 -1.616 2.425 0.0712 -0.1732 0.5862
H 0.571 -3.392 2.319 -0.2272 -0.0337 0.2559
H -0.248 -2.389 1.143 0.0105 -0.2077 -0.3087
H -3.057 -4.150 2.505 -0.2916 0.6673 0.3146
H -2.182 -3.617 1.090 0.1978 -0.2394 -0.0383
H -1.521 -4.767 2.324 0.6050 0.2477 -0.3060
H -2.164 -3.320 4.812 -0.3072 -0.5372 -0.4673
H -0.481 -3.815 4.576 -0.2087 -0.6359 -1.0086
H -0.798 -2.137 6.308 0.1464 -0.4165 -0.0895
H 0.262 -1.694 4.962 0.1198 0.5179 0.1491
H -1.233 -0.016 5.661 -0.0033 1.1806 -0.7119
H -2.600 -0.867 5.703 -0.6577 -0.6757 -0.5527
H -4.168 -0.093 4.025 -0.1941 0.0866 0.0598
H -3.593 0.953 2.718 -0.0927 0.2237 0.0880
H -3.266 1.380 4.426 0.1348 -0.0337 -0.0868
H 0.089 0.187 3.115 -0.2352 -0.2890 0.2788
H -0.807 1.581 3.664 -0.3047 -0.1231 0.4069
H -1.141 0.914 2.112 0.0897 -0.0032 -0.2709
H -3.729 -1.274 1.668 -0.1907 -0.0552 -0.4068
C 0.158 4.643 1.339 -0.6686 0.9849 -0.6027
C 1.630 4.571 1.104 -0.6130 1.1662 -0.7068
O 2.230 3.850 2.070 1.9055 -2.1904 2.1654
H -0.093 5.350 2.130 0.2237 -0.1125 0.4171
H -0.299 3.684 1.578 -0.0254 -0.0193 -0.4053
H -0.245 5.151 0.462 -0.6206 -0.4754 -0.2113
H 2.040 5.580 1.134 0.0113 0.4172 -0.5382
H 1.895 4.103 0.156 -0.1594 0.0440 -0.0875
H 1.875 4.058 2.938 -0.0376 0.1058 -0.0124
C 4.802 -0.329 -1.877 -0.0653 -1.0157 -1.5272
C 5.075 0.811 -0.972 -1.5912 -1.1918 -0.1750
O 4.540 1.948 -1.671 1.3184 0.2240 1.0862
H 5.315 -0.192 -2.829 0.7926 -0.3390 0.1549
H 3.795 -0.396 -2.288 -0.5319 0.2561 0.7650
H 5.013 -1.283 -1.395 0.2842 -0.0220 -0.2447
H 6.125 0.773 -0.680 0.1499 0.9404 -0.2787
H 4.481 0.576 -0.088 -0.0069 0.6579 0.4695
H 4.760 2.695 -1.109 -0.2330 0.5113 -0.1757
C 0.946 3.762 -2.745 0.5261 -0.6182 -1.4535
C 1.939 2.946 -3.748 -1.2605 1.9984 1.0669
O 2.239 1.745 -3.129 0.1402 -1.1544 0.0116
H 1.495 4.274 -1.955 0.1854 -0.2064 -0.0616
H 0.246 3.050 -2.306 0.1673 -0.0675 0.0708
H 0.309 4.509 -3.219 0.2328 0.0845 -0.3609
H 2.851 3.519 -3.912 0.0467 0.1968 0.0166
H 1.536 2.739 -4.739 -0.4732 0.1230 0.1799
H 3.084 1.831 -2.680 0.3407 -0.1011 0.4233
C 1.024 0.506 -0.168 -1.2203 0.3170 0.4869
C -0.140 -0.040 -1.059 1.5845 1.3645 0.1606
O -0.074 0.573 -2.398 -0.9255 -1.5020 1.6730
H 2.014 0.210 -0.515 -0.1169 0.1415 -0.2047
H 0.918 0.186 0.869 -0.0616 -0.7452 -0.0673
H 0.945 1.577 0.019 0.2579 0.3360 -0.7361
H -1.121 0.204 -0.650 0.0822 -0.1099 0.1381
H 0.036 -1.114 -1.006 -0.4590 -0.2513 -0.9051
H 0.763 1.042 -2.445 0.7198 0.1118 -0.4393
C -3.339 -1.905 -2.563 0.2726 -1.2901 1.1395
C -3.250 -0.473 -3.029 -0.4657 -0.3425 -0.6970
O -2.207 -0.311 -3.983 -0.3869 -0.0532 0.0484
H -3.300 -2.709 -3.298 0.4084 0.5703 -0.7118
H -4.206 -2.252 -2.001 -0.5592 0.9072 0.1705
H -2.538 -2.103 -1.850 0.3900 -0.0657 -0.0880
H -3.053 0.214 -2.205 -0.2514 -0.0553 0.2094
H -4.184 -0.187 -3.513 0.0077 0.1845 -0.0299
H -1.438 -0.060 -3.465 0.7374 0.4360 0.0602
C 1.202 -2.342 -4.197 3.0642 1.9341 0.9977
C 0.080 -3.056 -4.730 -3.0592 -0.7573 -0.2875
O -0.801 -2.198 -5.460 0.6828 -0.9516 -0.9267
H 1.907 -2.910 -3.590 -0.1328 -0.4843 0.0112
H 0.942 -1.489 -3.569 -0.6862 -0.1270 0.2961
H 1.829 -1.812 -4.914 -0.0354 -0.3740 -0.6738
H -0.486 -3.505 -3.914 -0.2191 0.0610 0.5525
H 0.256 -3.956 -5.319 0.5791 0.4152 -0.5880
H -1.189 -1.513 -4.910 -0.2562 0.0912 0.4762
```
Forces are in eV/Å.

Output
Energy relative to the best compared isomer or geometry (same formula, charge and spin) = 51.2 kcal/mol
DFT total energy = -38487.2842 eV
SMILES = CC1(C)CCCC(C)(C)N1O.CCO.CCO.CCO.CCO.CCO.CCO
F_max = 3.758 eV/A